{"formula": "C15H22As2GaSTe", "method": "the ωB97M-V functional and the def2-TZVPD basis", "symbols": ["Ga", "C", "As", "C", "C", "C", "C", "C", "C", "C", "As", "C", "C", "H", "H", "H", "H", "H", "H", "H", "H", "H", "H", "H", "H", "H", "H", "H", "H", "C", "H", "H", "H", "Te", "C", "C", "C", "C", "S", "H", "H", "H"], "positions_angstrom": [[0.021577, -1.587966, -0.139727], [3.612531, -0.678274, -0.510670], [1.918623, -0.029384, 0.152192], [2.263270, 0.239011, 2.034638], [1.640551, 1.740049, -0.545217], [2.602764, 2.363865, -1.330693], [2.392417, 3.664875, -1.762945], [1.224709, 4.331788, -1.409418], [0.265116, 3.692624, -0.636948], [0.453682, 2.382992, -0.208560], [-0.894534, 1.407420, 0.839010], [-2.497743, 2.049268, -0.077370], [-0.979500, 2.530768, 2.429505], [4.415881, -0.010173, -0.198599], [3.594678, -0.757204, -1.595936], [3.772615, -1.669630, -0.088733], [3.045923, 0.987410, 2.146803], [2.594554, -0.710435, 2.455826], [1.359766, 0.558651, 2.545666], [3.523343, 1.853545, -1.596885], [3.139584, 4.158447, -2.369157], [1.057134, 5.345528, -1.746713], [-0.643615, 4.224609, -0.379946], [-2.553316, 3.134703, -0.041368], [-3.380598, 1.633693, 0.406524], [-2.473653, 1.730054, -1.117067], [-1.120152, 3.577558, 2.164108], [-0.057212, 2.424265, 3.000434], [-1.816140, 2.201647, 3.044033], [-1.338258, -1.321241, -1.519536], [-1.888265, -2.251057, -1.653811], [-0.894266, -1.024872, -2.470404], [-2.038184, -0.554170, -1.195621], [0.422077, -3.518072, 1.364442], [-1.351229, -4.404779, 0.686140], [-1.471763, -5.387045, -0.255719], [-2.822548, -5.771863, -0.465622], [-3.692188, -5.074327, 0.311486], [-2.883859, -3.949663, 1.312666], [-0.629897, -5.822349, -0.773473], [-3.129360, -6.539297, -1.160375], [-4.764496, -5.170976, 0.357024]], "forces_ev_per_a": [[-0.285, 0.353, -0.003], [0.061, 0.112, -0.031], [0.230, -0.067, -0.113], [0.129, -0.184, 0.014], [0.102, -0.194, -0.082], [0.150, 0.045, 0.030], [-0.093, 0.020, 0.027], [0.075, -0.125, -0.024], [-0.075, 0.029, -0.060], [-0.165, 0.070, 0.190], [-0.180, 0.188, -0.178], [0.029, -0.106, 0.034], [0.073, -0.034, 0.090], [-0.029, -0.063, -0.021], [-0.021, 0.021, 0.007], [0.026, 0.024, 0.011], [-0.012, 0.000, 0.001], [0.006, 0.047, 0.055], [-0.022, -0.001, -0.010], [-0.096, 0.043, 0.018], [-0.005, 0.002, -0.014], [0.013, 0.019, 0.021], [0.033, -0.009, -0.005], [0.003, 0.022, 0.036], [0.022, -0.017, -0.003], [-0.020, -0.011, -0.015], [0.023, -0.022, -0.054], [-0.061, 0.043, 0.013], [0.015, -0.014, 0.009], [0.105, -0.073, -0.050], [0.016, -0.051, -0.016], [-0.017, 0.008, 0.031], [0.001, -0.003, -0.025], [-0.072, -0.068, 0.109], [-0.026, -0.044, -0.037], [0.048, 0.063, 0.070], [0.010, -0.078, -0.075], [-0.048, 0.070, 0.060], [0.060, -0.008, 0.010], [0.015, -0.010, -0.005], [0.000, -0.001, -0.009], [-0.019, 0.004, -0.007]], "total_charge": 1, "de_lowest_kj_mol": 56.0, "gap_ev": 8.3, "homo_ev": -11.185, "lumo_energy_ev": -2.9, "total_energy_ha": -7647.0723}